{
  "formula": "C24H27FN4O2",
  "method": "ωB97M-V/def2-TZVPD",
  "smiles": "CC(C)(C)NC(=O)[C@@H](c1ccc(F)cc1)N(CCc1ccccc1)C(=O)c1ccn[nH]1",
  "relative_energy_ev": 1.730,
  "homo_lumo_gap_ev": 9.49,
  "elements": ["C", "C", "C", "C", "N", "C", "O", "C", "C", "C", "C", "C", "F", "C", "C", "N", "C", "C", "C", "C", "C", "C", "C", "C", "C", "O", "C", "C", "C", "N", "N", "H", "H", "H", "H", "H", "H", "H", "H", "H", "H", "H", "H", "H", "H", "H", "H", "H", "H", "H", "H", "H", "H", "H", "H", "H", "H", "H"],
  "positions_angstrom": [[-1.4628, -3.9245, 0.0236], [-0.9020, -3.0743, 1.1653], [-1.7905, -3.1920, 2.4021], [0.5317, -3.4999, 1.4944], [-0.9201, -1.6657, 0.7706], [-0.2621, -1.1525, -0.2708], [0.3819, -1.7829, -1.0859], [-0.4181, 0.3893, -0.4310], [-1.8530, 0.8352, -0.2678], [-2.1918, 2.0232, 0.3659], [-3.5152, 2.4087, 0.4875], [-4.4976, 1.5965, -0.0443], [-5.7906, 1.9655, 0.0729], [-4.1897, 0.4194, -0.7025], [-2.8640, 0.0472, -0.8112], [0.5282, 1.1096, 0.4180], [1.3807, 2.0711, -0.2528], [2.5563, 1.4264, -1.0099], [2.2038, 1.0166, -2.4157], [2.2872, -0.3088, -2.8189], [1.9512, -0.6721, -4.1115], [1.5354, 0.2860, -5.0189], [1.4662, 1.6138, -4.6312], [1.8014, 1.9759, -3.3396], [0.4356, 1.0224, 1.7630], [-0.4972, 0.4590, 2.3357], [1.4903, 1.6174, 2.6029], [2.8488, 1.8817, 2.4984], [3.2237, 2.3269, 3.7707], [2.1914, 2.3349, 4.5953], [1.1677, 1.8997, 3.8904], [-0.8523, -3.7974, -0.8657], [-2.4828, -3.6224, -0.2038], [-1.4625, -4.9740, 0.3047], [-1.8190, -4.2220, 2.7471], [-1.4056, -2.5671, 3.2050], [-2.8050, -2.8749, 2.1708], [0.9343, -2.8765, 2.2904], [1.1574, -3.3917, 0.6128], [0.5533, -4.5375, 1.8159], [-1.2554, -1.0049, 1.4649], [-0.1076, 0.5843, -1.4645], [-1.4244, 2.6618, 0.7767], [-3.7870, 3.3257, 0.9858], [-4.9793, -0.1865, -1.1177], [-2.6059, -0.8650, -1.3273], [1.7563, 2.7706, 0.4949], [0.7607, 2.6362, -0.9572], [3.3700, 2.1556, -1.0529], [2.9045, 0.5560, -0.4518], [2.5969, -1.0656, -2.1158], [2.0109, -1.7087, -4.4059], [1.2704, 0.0027, -6.0268], [1.1529, 2.3697, -5.3368], [1.7566, 3.0168, -3.0481], [3.4900, 1.7495, 1.6527], [4.1920, 2.6374, 4.1079], [0.2536, 1.7742, 4.3001]]
}

{
  "formula": "C25H16BrLaN3O2S",
  "method": "ωB97M-V/def2-TZVPD",
  "relative_energy_ev": 0.000,
  "charge": -1,
  "homo_lumo_gap_ev": 7.90,
  "elements": ["La", "O", "C", "C", "C", "C", "C", "C", "C", "N", "N", "C", "O", "C", "C", "C", "C", "C", "C", "H", "H", "H", "H", "H", "H", "H", "H", "H", "H", "Br", "C", "C", "C", "C", "C", "C", "C", "C", "C", "C", "H", "H", "H", "H", "H", "H", "S", "C", "N"],
  "positions_angstrom": [[-0.0698, -0.1151, 0.2903], [-0.6246, 0.4872, 2.4483], [-1.1012, 1.5660, 3.0064], [-2.0571, 1.4763, 4.0367], [-2.5757, 2.6083, 4.6304], [-2.1556, 3.8782, 4.2423], [-1.2047, 3.9864, 3.2474], [-0.6731, 2.8631, 2.6041], [0.3520, 3.1187, 1.5997], [0.7992, 2.2882, 0.7351], [1.8248, 2.7787, -0.0743], [2.3949, 1.7958, -0.7191], [2.1061, 0.5477, -0.6362], [3.4955, 2.1711, -1.6676], [3.8885, 3.4977, -1.8342], [4.8991, 3.8223, -2.7242], [5.5287, 2.8247, -3.4584], [5.1410, 1.5033, -3.2951], [4.1293, 1.1769, -2.4032], [-2.3698, 0.4853, 4.3395], [-3.3175, 2.5011, 5.4137], [-2.5619, 4.7628, 4.7146], [-0.8579, 4.9683, 2.9431], [0.7908, 4.1189, 1.6110], [3.3868, 4.2620, -1.2574], [5.1963, 4.8566, -2.8471], [6.3184, 3.0779, -4.1553], [5.6271, 0.7204, -3.8641], [3.8180, 0.1506, -2.2651], [-0.4550, 0.1324, -2.8750], [-2.3487, 0.1006, -3.0844], [-2.8647, 0.1253, -4.3458], [-4.2648, 0.0947, -4.5108], [-5.0814, 0.0398, -3.4194], [-4.5461, 0.0150, -2.1087], [-5.3905, -0.0460, -0.9727], [-4.8491, -0.0723, 0.2776], [-3.4423, -0.0344, 0.4468], [-2.5499, 0.0251, -0.6059], [-3.1411, 0.0484, -1.9065], [-2.2067, 0.1642, -5.2032], [-4.6786, 0.1116, -5.5110], [-6.1584, 0.0117, -3.5405], [-6.4645, -0.0730, -1.1201], [-5.4911, -0.1192, 1.1501], [-3.0763, -0.0483, 1.4726], [0.1610, -5.3835, 0.1863], [0.1940, -3.7555, 0.2164], [0.2243, -2.5813, 0.2330]]
}

{
  "formula": "H23O11",
  "method": "ωB97M-V/def2-TZVPD",
  "relative_energy_ev": 4.068,
  "charge": 1,
  "homo_lumo_gap_ev": 10.90,
  "elements": ["O", "H", "H", "O", "H", "H", "O", "H", "H", "O", "H", "H", "O", "H", "H", "O", "H", "H", "O", "H", "O", "H", "H", "O", "H", "H", "O", "H", "H", "O", "H", "H", "H", "H"],
  "positions_angstrom": [[2.4371, 3.1940, -2.1202], [2.1018, 2.3469, -1.7438], [2.4616, 2.8139, -3.0117], [1.3793, 1.7022, 0.0559], [1.6997, 2.5958, 0.2240], [0.4532, 1.5015, -0.0092], [-2.0584, 0.4514, 1.1118], [-0.2948, -0.1210, -3.0717], [-1.4695, 0.1889, 1.8592], [1.7855, 1.9904, 3.7477], [2.7348, 1.9893, 3.9363], [1.7033, 2.9356, 3.5926], [0.9068, -1.4480, 0.4462], [1.8729, -1.5061, 0.4373], [0.7622, -0.8071, -0.2493], [-1.7250, -1.5217, -0.5427], [-2.6859, -1.4071, -0.6995], [-1.9603, 1.4043, 1.2108], [-0.4726, -1.4282, 3.0491], [-1.3319, -0.5242, -0.5005], [-1.3452, 2.9177, -0.9175], [-0.8103, 3.5297, -1.4663], [-2.0499, 3.5769, -0.8527], [2.0685, -2.2832, -3.2386], [1.3149, -2.5796, -3.7645], [2.3235, -3.1128, -2.7937], [-0.9381, -0.0796, -2.3018], [-1.2768, -4.1532, 0.3658], [-1.2363, 0.8181, -2.1402], [-2.0692, -3.7072, 0.6926], [-1.6646, -1.9319, 0.4363], [-2.0856, -3.5608, 1.6540], [0.3521, -0.9363, 2.8181], [-0.2122, -1.5545, 3.9640]]
}

{
  "formula": "CH2IN2PS",
  "method": "ωB97M-V/def2-TZVPD",
  "smiles": "S=C=NN=[PH2]I",
  "relative_energy_ev": 2.564,
  "homo_lumo_gap_ev": 8.16,
  "elements": ["S", "C", "N", "N", "P", "I", "H", "H"],
  "positions_angstrom": [[-2.6850, -0.4170, -1.7913], [-1.1412, -0.3529, -1.5529], [-0.0113, 0.0959, -1.5502], [1.0736, -0.1200, -0.6027], [0.7542, 0.3009, 0.8581], [-0.4519, -1.3345, 2.1772], [0.2684, 1.5839, 1.3399], [2.1931, 0.2436, 1.1219]]
}